27
Properties=species:S:1:pos:R:3 method="wB97M-V/def2-TZVPD" lumo_ev=0.677 e_above_lowest_kcal_mol=11.0 orbital_gap_ha=0.40357 smiles=CC(C)O.CC(C)O.O
C 0.11851 1.70711 -3.46233
C 0.49644 2.04942 -2.04073
C -0.60384 2.20058 -1.00652
O 1.25747 1.05046 -1.52666
H -0.35705 0.72753 -3.51101
H 0.91193 1.78060 -4.20609
H -0.65563 2.43050 -3.71831
H 0.98795 3.01547 -2.15596
H -1.28135 1.34694 -0.98718
H -1.15566 3.09795 -1.28640
H -0.18755 2.27227 -0.00170
H 2.05917 1.05658 -2.05470
C 0.54765 -0.54130 2.14940
C -0.03174 -1.75595 2.80938
C -1.11733 -2.44666 1.96828
O 0.98087 -2.74732 3.00504
H 1.25086 -0.06186 2.83039
H -0.18529 0.23199 1.91935
H 0.98471 -0.80199 1.18549
H -0.41911 -1.32687 3.73346
H -1.84699 -1.83192 1.44122
H -1.74299 -3.06432 2.61260
H -0.65917 -3.17616 1.30045
H 1.66070 -2.36988 3.56805
O -0.59762 -1.16520 -1.04901
H -0.50540 -1.06820 -0.10122
H 0.09049 -0.60964 -1.41519